[1]
A molecular structure, C46H51N8O4PS3Tl. Source: OMol25; level of theory: ωB97M-V/def2-TZVPD.

Total charge ... -2
⟨S²⟩ ... 0.7903
Multiplicity ... 2
Relative energy (zero: lowest compared OMol25 entry of this formula, charge and spin) ... 3.918 eV
Highest occupied orbital energy (alpha / beta) ... -0.019 / -0.019 Ha
Frontier orbital gap (alpha / beta) ... 4.2216 / 4.2179 eV

Structure (XYZ):
```
114
C46H51N8O4PS3Tl ωB97M-V/def2-TZVPD
Tl 0.391 -0.689 0.355
O 7.803 -2.867 -0.622
N 6.730 -3.051 -1.127
O 6.509 -3.958 -1.870
C 5.612 -2.134 -0.790
C 5.894 -1.239 0.181
C 4.940 -0.271 0.565
C 5.071 0.469 1.721
C 3.863 1.048 2.213
C 2.767 1.186 1.433
N 2.931 0.922 0.050
C 3.812 -0.143 -0.236
C 3.452 -1.126 -1.180
N 2.193 -1.033 -1.741
C 1.870 -1.879 -2.691
C 2.766 -2.842 -3.204
C 3.993 -2.987 -2.605
C 4.354 -2.173 -1.530
H 6.835 -1.259 0.700
H 5.977 0.316 2.292
H 3.777 1.390 3.234
H 1.836 1.558 1.769
H 0.856 -1.767 -3.058
H 2.510 -3.459 -4.071
H 4.673 -3.718 -2.972
C -4.352 1.318 2.989
C -3.789 1.682 4.336
C -4.510 2.538 5.155
C -4.115 2.732 6.466
C -2.990 2.109 6.995
C -2.224 1.312 6.164
C -2.628 1.085 4.855
N -1.858 0.153 4.152
C -1.389 0.237 2.832
N -1.391 1.519 2.310
C -0.584 2.093 1.266
C 0.118 1.442 0.270
C 0.984 2.235 -0.713
C 1.066 3.705 -0.467
C 0.309 4.284 0.502
C -0.547 3.560 1.355
C -1.312 4.383 2.388
N -0.909 -0.774 2.257
C -0.806 -2.088 2.767
C -1.865 -2.902 3.132
C -1.743 -4.284 3.416
C -0.431 -4.823 3.353
C 0.672 -4.107 3.007
C 0.627 -2.647 2.615
C 1.528 -1.822 3.521
H -5.394 1.585 2.898
H -4.295 0.246 2.836
H -3.787 1.776 2.182
H -5.414 3.004 4.773
H -4.671 3.436 7.077
H -2.678 2.305 8.029
H -1.370 0.755 6.539
H -1.712 -0.777 4.527
H -1.594 2.231 3.002
H 0.515 2.071 -1.695
H 1.742 4.263 -1.117
H 0.329 5.360 0.637
H -1.141 5.438 2.204
H -0.978 4.201 3.429
H -2.415 4.246 2.376
H -2.871 -2.478 3.150
H -2.590 -4.836 3.775
H -0.251 -5.852 3.572
H 1.654 -4.561 2.883
H 2.552 -2.145 3.496
H 1.181 -1.894 4.541
H 1.547 -0.780 3.196
C 1.161 -2.533 1.198
H 2.241 -2.588 1.150
H 0.825 -3.349 0.577
C -0.821 3.805 -3.891
C -2.112 3.225 -4.471
C -3.215 3.112 -3.395
O -1.843 1.971 -5.113
P -1.928 0.487 -4.440
S -3.740 -0.275 -4.571
S -1.033 0.364 -2.676
O -1.041 -0.249 -5.562
C 0.184 0.135 -6.189
C -0.066 0.924 -7.465
C 1.183 0.796 -5.273
H -1.006 4.779 -3.442
H -0.066 3.937 -4.646
H -0.430 3.110 -3.140
H -2.466 3.886 -5.276
H -2.855 2.516 -2.533
H -4.080 2.606 -3.775
H -3.460 4.135 -3.068
H 0.615 -0.827 -6.493
H -0.499 1.896 -7.240
H -0.725 0.356 -8.122
H 0.885 1.083 -7.961
H 0.858 1.804 -5.000
H 2.123 0.891 -5.782
H 1.328 0.215 -4.355
C -0.375 -4.307 -1.347
C -1.477 -3.436 -0.870
N -1.458 -2.155 -0.554
C -2.744 -1.831 -0.238
C -3.559 -2.897 -0.388
N -2.742 -3.915 -0.822
H 0.532 -3.692 -1.454
H -0.605 -4.723 -2.321
H -0.190 -5.090 -0.620
H -3.053 -0.840 0.067
H -4.616 -2.966 -0.232
H -3.059 -4.862 -1.000
S 3.277 2.004 -2.345
C 2.420 1.671 -0.971
```

---

[2]
A molecular structure, C46H52MnN4O4S2. Source: OMol25; level of theory: ωB97M-V/def2-TZVPD.

Total charge ... -2
⟨S²⟩ ... 0.8198
Multiplicity ... 2
Highest occupied orbital energy (alpha / beta) ... -0.012 / -0.012 Ha
Frontier orbital gap (alpha / beta) ... 4.0807 / 4.0707 eV

Structure (XYZ):
```
109
C46H52MnN4O4S2 ωB97M-V/def2-TZVPD
Mn 0.095 0.044 0.023
C -5.756 -1.479 4.280
C -4.450 -1.470 3.532
C -3.805 -2.610 3.157
C -2.558 -2.585 2.487
C -1.954 -3.807 2.150
N -0.669 -4.082 2.059
C 0.451 -3.296 2.586
C 0.247 -2.990 4.067
C 1.349 -2.087 4.604
N 1.183 -0.782 4.028
C 2.067 0.228 4.329
C 2.512 1.122 3.422
C 3.322 2.222 3.880
C 3.655 3.264 3.092
C 4.516 4.402 3.561
C 3.095 3.305 1.762
C 2.400 2.267 1.235
C 1.650 2.582 0.035
N 0.700 1.911 -0.491
C -0.079 2.589 -1.508
C -1.179 3.373 -0.796
C -2.275 2.497 -0.210
N -1.866 1.355 0.604
C -2.578 1.141 1.631
C -2.762 -0.139 2.323
C -3.888 -0.242 3.092
C -1.989 -1.336 2.006
O -0.978 -1.320 1.295
C 2.309 0.919 1.913
O 1.097 0.280 1.656
H -5.831 -2.347 4.937
H -6.615 -1.503 3.602
H -5.859 -0.586 4.900
H -4.224 -3.580 3.416
H -2.609 -4.651 1.945
H -0.437 -4.797 1.383
H 0.594 -2.399 1.984
H 1.342 -3.913 2.467
H 0.205 -3.936 4.618
H -0.697 -2.468 4.229
H 2.337 -2.528 4.386
H 1.263 -2.020 5.696
H 0.970 -0.719 3.018
H 2.407 0.282 5.364
H 3.641 2.209 4.921
H 4.696 4.338 4.636
H 4.053 5.372 3.352
H 5.491 4.400 3.060
H 3.206 4.220 1.182
H 1.883 3.567 -0.392
H -0.500 1.837 -2.181
H 0.545 3.268 -2.101
H -1.662 4.064 -1.495
H -0.712 3.973 -0.010
H -2.821 2.052 -1.049
H -2.994 3.121 0.343
H -3.302 1.905 1.955
H -4.442 0.670 3.307
C -4.751 -0.044 -0.645
C -4.251 -0.860 -1.837
C -3.531 0.019 -2.859
C -3.467 -2.091 -1.401
C -4.224 -3.218 -1.101
C -3.660 -4.460 -0.855
C -2.283 -4.568 -1.047
C -1.473 -3.479 -1.326
C -0.048 -3.773 -1.775
C 1.046 -3.500 -0.739
C 0.241 -3.091 -3.114
C -2.028 -2.137 -1.342
O -1.301 -1.083 -1.391
H -5.369 0.802 -0.970
H -3.905 0.339 -0.083
H -5.343 -0.668 0.030
H -5.143 -1.255 -2.342
H -2.585 0.380 -2.461
H -4.167 0.866 -3.141
H -3.298 -0.550 -3.762
H -5.309 -3.116 -1.100
H -4.272 -5.327 -0.630
H -1.818 -5.554 -1.027
H -0.034 -4.854 -1.967
H 2.033 -3.455 -1.204
H 1.080 -4.301 0.010
H 0.911 -2.548 -0.233
H 0.303 -2.011 -2.991
H -0.547 -3.327 -3.836
H 1.193 -3.448 -3.516
S 3.787 -0.023 1.339
C 7.934 -0.974 -4.589
C 7.609 -1.243 -6.036
O 8.216 -2.031 -6.716
S 6.279 -0.247 -6.764
C 5.091 -0.288 -5.446
C 4.450 -1.480 -5.111
C 3.558 -1.524 -4.056
C 3.243 -0.374 -3.303
C 3.899 0.821 -3.668
C 4.803 0.862 -4.710
C 2.330 -0.391 -2.229
C 1.520 -0.366 -1.307
H 8.678 -1.690 -4.248
H 7.040 -1.034 -3.970
H 8.318 0.044 -4.504
H 4.666 -2.379 -5.676
H 3.079 -2.456 -3.792
H 3.691 1.710 -3.087
H 5.311 1.789 -4.954
```

---

Quick rundown of strongest force on any atom, same order as above: 2.20, 0.52 eV/Å